Entry a
Molecular formula: C3H4O2S
Method: DFT, ωB97M-V/def2-TZVPD

The geometry in XYZ format:
```
10
Properties=species:S:1:pos:R:3:lowdin_charge:R:1
C -0.595 -0.051 0.868 -0.40
C 1.101 0.106 0.354 -0.19
C -1.001 -0.390 -0.568 -0.18
O -1.054 0.328 1.867 0.16
O -0.083 2.149 -0.986 -0.52
S 0.385 0.770 -1.202 0.92
H 1.554 0.855 0.897 0.04
H 1.724 -0.720 0.250 0.05
H -0.984 -1.350 -0.998 0.08
H -1.856 0.122 -0.738 0.05
```

The value obtained for the HOMO-LUMO gap is 9.9400 eV. The calculation puts the LUMO energy at 0.51 eV. Its charge is 0. As for the spin multiplicity: 1. The HOMO energy is -9.428 eV.

Entry b
Molecular formula: C3H4O2S
Method: DFT, ωB97M-V/def2-TZVPD

The geometry in XYZ format:
```
10
Properties=species:S:1:pos:R:3:lowdin_charge:R:1
C -0.272 0.617 -1.216 -0.08
C -0.003 0.059 -0.015 -0.26
C 1.286 0.176 1.105 0.00
O -2.758 -0.019 -0.083 -0.32
O -1.533 -1.916 -1.107 -0.32
S -1.567 -0.570 -0.630 0.69
H 0.402 1.069 -2.059 0.12
H 1.959 -0.606 0.784 0.06
H 0.695 0.072 2.012 0.05
H 1.789 1.117 1.209 0.05
```

The structure (SMILES) is CC1=CS1(=O)=O. The value obtained for the HOMO-LUMO gap is 10.5995 eV. The calculation puts the LUMO energy at 0.57 eV. Its charge is 0. As for the spin multiplicity: 1. The HOMO energy is -10.029 eV.

Entry c
Molecular formula: C3H4O2S
Method: DFT, ωB97M-V/def2-TZVPD

The geometry in XYZ format:
```
10
Properties=species:S:1:pos:R:3:lowdin_charge:R:1
C -0.193 0.474 0.419 -0.35
C -0.840 -0.840 -0.056 -0.08
C 1.090 -0.236 0.011 -0.82
H 0.348 1.825 -0.840 0.10
H -0.292 0.620 1.500 0.16
H -1.347 -1.530 0.621 0.13
H -1.445 -0.663 -0.948 0.13
O -0.441 1.608 -0.323 0.01
O 0.463 -1.390 -0.333 -0.03
S 2.659 0.131 -0.052 0.75
```

The value obtained for the HOMO-LUMO gap is 9.3883 eV. The calculation puts the LUMO energy at 0.10 eV. Its charge is 0. As for the spin multiplicity: 1. The HOMO energy is -9.289 eV.

Entry d
Molecular formula: C3H4O2S
Method: DFT, ωB97M-V/def2-TZVPD

The geometry in XYZ format:
```
10
Properties=species:S:1:pos:R:3:lowdin_charge:R:1
C -1.452 -0.468 -0.229 -0.37
C -0.630 0.341 0.831 -0.42
C 1.801 0.091 -0.494 -0.59
H -0.875 -1.235 -0.689 0.10
H -1.330 0.970 1.395 0.09
H 0.040 -0.304 1.436 0.08
H 2.558 0.483 -1.280 0.11
O -2.495 -0.123 -0.657 0.07
O 1.951 -1.000 -0.024 -0.02
S 0.433 1.244 -0.289 0.94
```

The structure (SMILES) is O=CCSC=O. The value obtained for the HOMO-LUMO gap is 10.3257 eV. The calculation puts the LUMO energy at 0.59 eV. Its charge is 0. As for the spin multiplicity: 1. The HOMO energy is -9.733 eV.

Quick one: most stable of them? entry d